1.
Here is a 6-piece molecular cluster, C48H54Br2O6P overall at a distorted geometry from OMol25. Energies are from ωB97M-V/def2-TZVPD.

Its HOMO-LUMO gap is 0.2280 Eh. As for the LUMO energy: -4.200 eV. The net charge is +1.

Cartesian coordinates (Å):
C 3.891 -2.375 -1.158
C 3.925 -3.986 -1.593
O 4.874 -4.418 -2.449
O 2.870 -4.872 -1.012
C 1.759 -4.780 -2.008
O 1.984 -5.317 -3.209
C 0.373 -4.079 -1.485
P -0.885 -3.640 -2.851
C -0.339 -1.970 -3.691
C 0.000 -0.826 -2.552
C 0.131 0.653 -3.271
C 1.661 1.233 -3.150
O 1.720 2.714 -3.355
O -2.504 -3.295 -2.205
C -2.786 -4.142 -1.036
O -3.045 -5.442 -1.243
C -2.852 -3.584 0.539
C -4.199 -3.928 1.469
C -4.219 -3.409 3.039
C -2.949 -2.558 3.712
C -1.628 -2.168 2.795
C -1.642 -2.710 1.218
C -1.104 -4.992 -4.202
Br -0.992 -6.873 -3.505
C -0.151 -4.726 -5.545
C 0.375 -6.128 -6.248
Br -1.099 -3.494 -6.846
H 3.457 -1.798 -2.093
H 3.209 -2.280 -0.201
H 4.989 -2.080 -0.879
H -0.101 -4.810 -0.675
H 0.695 -3.048 -0.977
H 0.500 -2.118 -4.493
H -1.318 -1.589 -4.258
H 1.011 -1.082 -2.013
H -0.845 -0.730 -1.727
H -0.626 1.419 -2.800
H -0.134 0.487 -4.410
H 2.328 0.764 -4.003
H 2.117 0.963 -2.090
H 1.476 3.143 -2.464
H -5.113 -4.525 1.021
H -5.150 -3.636 3.741
H -2.931 -2.197 4.830
H -0.692 -1.571 3.181
H -0.698 -2.424 0.580
H -2.221 -4.862 -4.601
H 0.842 -4.137 -5.239
H 0.860 -5.796 -7.287
H 1.274 -6.532 -5.591
H -0.469 -6.916 -6.437
C 3.440 5.373 -0.757
C 4.150 4.689 -1.744
C 5.326 4.014 -1.416
C 5.787 4.016 -0.100
C 5.075 4.697 0.887
C 3.905 5.380 0.558
H 2.526 5.902 -1.013
H 3.787 4.682 -2.768
H 5.882 3.486 -2.186
H 6.701 3.486 0.157
H 5.434 4.697 1.914
H 3.353 5.915 1.326
C -0.682 -8.499 0.420
C -0.566 -9.663 1.179
C -1.711 -10.341 1.598
C -2.973 -9.858 1.250
C -3.089 -8.696 0.488
C -1.944 -8.014 0.076
H 0.210 -7.970 0.097
H 0.417 -10.043 1.445
H -1.621 -11.244 2.195
H -3.865 -10.389 1.572
H -4.072 -8.321 0.214
H -2.035 -7.106 -0.513
C 3.079 10.424 -0.673
C 3.720 11.243 0.255
C 4.832 10.772 0.952
C 5.309 9.483 0.713
C 4.671 8.665 -0.219
C 3.553 9.133 -0.909
H 2.210 10.791 -1.214
H 3.352 12.250 0.437
H 5.327 11.408 1.681
H 6.179 9.117 1.252
H 5.044 7.661 -0.406
H 3.052 8.494 -1.630
C -0.815 11.977 -0.555
C -0.699 10.813 0.204
C -1.844 10.136 0.623
C -3.106 10.618 0.274
C -3.222 11.781 -0.488
C -2.077 12.463 -0.899
H 0.077 12.507 -0.878
H 0.284 10.434 0.470
H -1.754 9.233 1.220
H -3.998 10.088 0.597
H -4.205 12.155 -0.761
H -2.168 13.371 -1.488
C -6.013 -4.724 8.258
C -5.062 -4.880 9.266
C -3.704 -4.889 8.948
C -3.297 -4.732 7.623
C -4.248 -4.573 6.616
C -5.607 -4.573 6.932
H -7.072 -4.721 8.505
H -5.379 -4.994 10.299
H -2.963 -5.016 9.733
H -2.239 -4.734 7.376
H -3.931 -4.450 5.583
H -6.348 -4.455 6.147

2.
Here is a 2-piece molecular cluster, C4H11NO3 overall at a distorted geometry from OMol25. Energies are from ωB97M-V/def2-TZVPD.

The energy relative to the best compared isomer or geometry (same formula, charge and spin) is 15.8 kcal/mol. Its HOMO-LUMO gap is 0.2353 Eh. As for the LUMO energy: 6.800 eV. The net charge is -2.

Cartesian coordinates (Å):
C -0.328 -0.337 -1.019
O -1.202 -1.240 -1.605
C -0.457 -0.304 0.534
C 0.870 -0.518 1.313
C 1.887 0.642 1.518
O 2.519 0.617 2.731
N -1.189 0.874 0.979
H -0.475 0.709 -1.395
H 0.733 -0.553 -1.237
H -1.018 -1.217 0.686
H 1.415 -1.338 0.850
H 0.615 -0.862 2.309
H 2.606 0.574 0.662
H 1.363 1.621 1.386
H -1.636 0.752 1.884
H -0.500 1.598 1.109
H -2.162 0.320 -3.839
H -1.399 -0.849 -2.908
O -1.642 -0.489 -3.957

3.
Here is a 2-piece molecular cluster, C10H18OSi2 overall at a distorted geometry from OMol25. Energies are from ωB97M-V/def2-TZVPD.

The energy relative to the best compared isomer or geometry (same formula, charge and spin) is 134.6 kcal/mol. Its HOMO-LUMO gap (spin up / spin down) is 0.2961 / 0.2961 Eh. As for the LUMO energy (spin up / spin down): 0.004 / 0.004 eV.

Cartesian coordinates (Å):
C 0.729 1.359 0.124
C -0.468 1.172 -0.320
C 1.406 -0.909 -0.189
C 2.113 -1.678 0.684
C -0.053 -1.188 -0.690
C 0.995 0.477 -1.992
C 1.686 0.532 -0.654
C -0.425 0.139 -1.430
C 1.059 2.282 1.265
C 3.387 -1.316 1.286
O -3.710 -0.158 0.605
Si -4.049 -1.300 -0.513
Si -3.062 1.266 0.764
H 1.689 -2.733 0.912
H -0.263 -1.980 -1.356
H -0.790 -1.125 0.155
H 1.020 1.560 -2.601
H 1.455 -0.157 -2.721
H 2.708 0.889 -0.692
H -1.222 0.132 -2.174
H 0.124 2.659 1.993
H 1.649 3.134 0.829
H 1.649 1.802 2.006
H 3.517 -0.264 1.459
H 4.255 -1.641 0.564
H 3.683 -1.807 2.215
H -5.478 -1.824 -0.383
H -4.167 -0.709 -1.847
H -2.986 -2.227 0.059
H -2.361 1.329 1.980
H -4.089 2.285 0.660

4.
Here is C20H30BF4KO15 as an isolated structure at a distorted geometry from OMol25. Energies are from ωB97M-V/def2-TZVPD.

Its HOMO-LUMO gap (spin up / spin down) is 0.1226 / 0.3862 Eh. As for the LUMO energy (spin up / spin down): 1.894 / 1.959 eV. The net charge is -1. Its spin multiplicity is 2.

Cartesian coordinates (Å):
K -2.580 0.596 -2.582
B 0.597 0.855 -1.723
F 0.074 1.131 -2.996
F 1.973 0.716 -1.746
F 0.316 2.090 -1.154
F -0.057 -0.088 -0.961
C 2.493 -1.230 0.907
C 1.252 -1.451 1.735
C 0.596 -2.806 1.485
O 0.593 -3.464 2.699
C 0.936 -2.532 3.598
O 0.718 -2.644 4.752
O 1.400 -1.429 3.094
H 3.274 -0.551 1.247
H 2.262 -1.067 -0.146
H 3.291 -1.961 1.039
H 0.463 -0.775 1.403
H 1.156 -3.399 0.762
H -0.393 -2.734 1.033
C 2.333 -0.501 -5.288
C 3.075 -1.414 -4.312
C 2.269 -2.254 -3.336
O 2.404 -3.538 -3.637
C 3.148 -3.549 -4.802
O 3.354 -4.553 -5.410
O 3.798 -2.357 -4.999
H 2.125 0.498 -4.906
H 1.368 -0.953 -5.518
H 2.942 -0.419 -6.188
H 3.737 -0.797 -3.704
H 1.225 -1.942 -3.361
H 2.728 -2.090 -2.361
C -1.138 5.841 3.424
C -0.009 5.260 2.525
C -0.207 5.449 0.988
O 0.907 6.119 0.583
C 1.576 6.701 1.615
O 2.507 7.485 1.503
O 1.217 6.029 2.749
H -1.700 6.647 2.954
H -0.789 6.106 4.422
H -2.020 5.246 3.663
H -0.007 4.218 2.844
H -0.976 6.162 0.692
H -0.235 4.433 0.593
C -1.303 1.847 1.598
C -1.927 2.040 3.020
C -3.197 1.292 3.303
O -3.040 0.796 4.564
C -1.730 0.742 4.810
O -1.166 -0.009 5.594
O -1.043 1.516 3.976
H -1.901 2.209 0.761
H -1.323 0.816 1.246
H -0.223 1.969 1.521
H -2.007 3.107 3.225
H -3.317 0.354 2.761
H -4.000 2.029 3.297
C -2.655 -2.720 -0.710
C -1.723 -3.664 -1.456
C -2.256 -5.020 -1.829
O -1.661 -5.176 -3.101
C -1.017 -4.027 -3.547
O -0.430 -3.947 -4.639
O -1.203 -3.092 -2.605
H -2.982 -3.144 0.240
H -3.541 -2.285 -1.173
H -2.081 -1.884 -0.311
H -0.939 -3.900 -0.737
H -3.338 -5.136 -1.878
H -1.990 -5.794 -1.109

5.
Here is C18H19BIrN6 as an isolated structure at a distorted geometry from OMol25. Energies are from ωB97M-V/def2-TZVPD.

The energy relative to the best compared isomer or geometry (same formula, charge and spin) is 20.2 kcal/mol. Its HOMO-LUMO gap (spin up / spin down) is 0.2448 / 0.1621 Eh. As for the LUMO energy (spin up / spin down): -14.253 / -16.424 eV. The net charge is +4. Its spin multiplicity is 6.

Cartesian coordinates (Å):
C 3.178 0.285 -0.961
N 1.876 0.282 -1.402
N 1.901 0.107 -2.762
C 3.183 -0.070 -3.161
C 4.028 0.035 -2.064
B 0.596 0.150 -3.612
N -0.453 -0.964 -3.304
N -1.073 -1.059 -2.098
C -1.997 -2.074 -2.201
C -1.894 -2.666 -3.488
C -0.913 -1.935 -4.141
Ir -0.020 0.089 -0.525
N -0.101 1.488 -3.260
N -0.494 1.664 -1.971
C -1.070 2.890 -1.887
C -1.042 3.499 -3.161
C -0.422 2.583 -3.998
H -1.475 3.293 -0.966
H -0.181 2.612 -5.053
H -1.416 4.471 -3.447
H 0.893 0.104 -4.761
H -0.477 -2.017 -5.129
H 3.360 -0.267 -4.209
H -2.428 -3.513 -3.912
H 5.106 -0.074 -2.098
H -2.694 -2.389 -1.419
H 3.500 0.439 0.070
H -1.808 -0.711 1.015
C -2.016 -1.485 1.769
H -2.858 -2.091 1.426
H -1.117 -2.098 1.882
H -2.243 -0.992 2.720
C 0.239 0.124 1.298
C 0.197 0.106 2.534
C 0.036 0.015 3.957
C -1.089 0.505 4.723
C -1.044 0.613 6.127
C 0.045 0.098 6.846
C 1.069 -0.561 6.150
C 1.076 -0.574 4.744
H -1.992 0.845 4.198
H -1.852 1.114 6.675
H 0.090 0.209 7.929
H 1.878 -1.049 6.710
H 1.916 -1.035 4.216

6.
Here is a 8-piece molecular cluster, C20H57N4O10 overall at a distorted geometry from OMol25. Energies are from ωB97M-V/def2-TZVPD.

The energy relative to the best compared isomer or geometry (same formula, charge and spin) is 172.4 kcal/mol. Its HOMO-LUMO gap is 0.3049 Eh. As for the LUMO energy: 2.531 eV. The net charge is -1.

Cartesian coordinates (Å):
C 42.119 47.131 12.020
O 41.754 46.002 12.229
O 43.448 47.312 11.992
O 41.385 47.971 11.696
H 43.916 46.454 12.272
C 49.108 45.041 9.865
C 48.158 45.969 10.601
C 46.888 45.315 11.244
O 46.139 44.722 10.201
C 44.926 44.058 10.597
N 48.804 46.653 11.548
H 50.073 45.633 9.421
H 48.648 44.459 9.236
H 49.467 44.196 10.548
H 47.847 46.701 9.828
H 46.283 46.097 11.755
H 47.188 44.404 11.737
H 45.021 43.202 11.139
H 44.528 43.592 9.646
H 44.346 44.959 11.067
H 48.209 47.392 12.073
H 49.745 46.836 11.310
C 39.783 51.160 14.330
C 40.935 51.194 13.383
C 41.699 52.576 13.433
O 40.946 53.678 13.044
C 41.582 54.946 12.896
N 41.950 50.220 13.523
H 39.326 50.345 14.087
H 38.921 51.756 13.906
H 39.944 51.373 15.569
H 40.292 51.245 12.432
H 42.527 52.514 12.745
H 42.411 52.688 14.256
H 40.904 55.748 12.621
H 42.313 55.113 12.161
H 42.058 55.134 13.838
H 41.514 49.390 13.164
H 42.829 50.452 13.043
C 37.089 48.611 12.701
C 37.996 47.461 12.715
C 37.324 46.211 13.097
O 36.618 46.234 14.367
C 35.939 45.018 14.762
N 38.562 47.222 11.438
H 36.633 48.815 13.673
H 36.298 48.197 12.007
H 37.678 49.363 12.425
H 38.774 47.628 13.439
H 38.158 45.418 13.394
H 36.689 45.673 12.467
H 36.816 44.264 15.008
H 35.361 44.771 13.971
H 35.598 45.004 15.813
H 38.923 46.243 11.172
H 39.463 47.825 11.475
C 46.495 51.020 10.775
C 45.983 49.787 11.516
C 46.525 49.479 12.954
O 47.859 49.152 12.788
C 48.575 49.186 14.079
N 44.527 49.975 11.578
H 45.849 51.221 9.715
H 47.410 50.736 10.152
H 46.586 52.035 11.436
H 46.117 48.748 10.910
H 45.926 48.584 13.405
H 46.536 50.467 13.501
H 49.460 48.895 13.776
H 47.893 48.617 14.798
H 48.416 50.228 14.452
H 44.122 49.036 11.877
H 44.279 49.800 10.655
C 41.262 48.855 8.447
O 42.327 49.102 9.306
H 41.409 49.716 7.660
H 40.277 49.039 8.984
H 41.296 47.768 8.104
H 42.053 48.932 10.086
C 40.273 44.918 9.554
O 40.060 44.612 10.809
H 39.406 45.648 9.086
H 40.244 43.896 8.907
H 41.161 45.379 9.534
H 40.657 45.322 11.367
C 40.869 45.183 15.019
O 41.036 46.610 14.997
H 41.147 44.732 15.953
H 41.335 44.774 14.383
H 39.849 45.018 14.802
H 41.292 46.605 14.053

7.
Here is C49H38BiN5O6PSbSe4 as an isolated structure at a distorted geometry from OMol25. Energies are from ωB97M-V/def2-TZVPD.

The energy relative to the best compared isomer or geometry (same formula, charge and spin) is 14.4 kcal/mol. Its HOMO-LUMO gap is 0.2215 Eh. As for the LUMO energy: 2.972 eV. The net charge is -2.

Cartesian coordinates (Å):
Bi -0.652 -1.112 2.057
C 5.526 8.391 -5.940
O 6.159 7.193 -5.815
C 5.577 6.311 -4.873
C 5.899 4.983 -5.077
C 5.335 4.013 -4.269
C 4.426 4.331 -3.220
C 4.232 5.742 -2.937
C 4.720 6.733 -3.824
N 4.023 3.232 -2.390
N 2.854 3.324 -1.958
C 2.464 2.267 -1.089
C 3.274 1.165 -0.946
C 2.826 0.111 -0.112
C 1.611 0.225 0.615
O 1.323 -0.556 1.539
C 0.664 1.265 0.286
N -0.493 1.153 0.958
C -1.378 2.057 0.723
C -1.050 3.181 -0.080
C 0.146 3.313 -0.704
C 1.138 2.322 -0.462
H 5.648 8.703 -6.960
H 5.994 9.132 -5.327
H 4.461 8.349 -5.678
H 6.718 4.663 -5.750
H 5.675 2.984 -4.449
H 3.652 6.012 -2.093
H 4.584 7.785 -3.556
H 4.265 0.967 -1.366
H 3.347 -0.867 0.027
H -2.272 1.984 1.367
H -1.835 3.984 -0.205
H 0.350 4.041 -1.435
O 2.156 -2.909 0.010
C 0.981 -2.936 -0.290
O -0.060 -2.935 0.480
C 0.542 -3.107 -1.724
C 1.264 -3.949 -2.587
C 0.844 -4.227 -3.872
C -0.169 -3.459 -4.406
C -0.878 -2.548 -3.650
C -0.555 -2.380 -2.311
P -1.314 -1.010 -1.331
C -1.164 0.353 -2.568
C -2.126 1.331 -2.706
C -1.984 2.359 -3.631
C -0.842 2.478 -4.414
C 0.151 1.538 -4.176
C 0.017 0.552 -3.258
C -3.129 -1.404 -1.555
C -3.777 -2.077 -0.492
C -5.021 -2.659 -0.670
C -5.764 -2.576 -1.848
C -5.215 -1.800 -2.842
C -3.875 -1.255 -2.744
H 2.013 -4.576 -2.074
H 1.282 -5.001 -4.451
H -0.510 -3.695 -5.391
H -1.633 -1.985 -4.065
H -3.129 1.257 -2.246
H -2.882 2.977 -3.772
H -0.670 3.252 -5.194
H 1.096 1.684 -4.770
H 0.842 -0.169 -3.122
H -3.328 -2.093 0.444
H -5.459 -3.133 0.211
H -6.668 -3.063 -2.000
H -5.704 -1.595 -3.795
H -3.445 -0.701 -3.583
O 2.507 -2.007 4.619
C 1.530 -2.712 4.459
N 0.415 -2.516 3.716
C -0.603 -3.352 4.126
O -1.745 -3.320 3.660
C -0.070 -4.328 5.124
C -0.699 -5.345 5.748
C 0.073 -6.015 6.698
C 1.364 -5.626 6.987
C 2.028 -4.627 6.225
C 1.241 -3.969 5.304
H -1.744 -5.600 5.439
H -0.372 -6.858 7.251
H 1.901 -6.175 7.690
H 3.045 -4.316 6.414
Se -6.504 -6.858 2.389
Sb -6.488 -5.080 4.142
Se -7.374 -5.842 6.355
Se -7.487 -3.106 3.149
Se -4.483 -5.949 2.918
C -3.348 -0.140 3.570
C -2.241 0.782 4.090
C -2.262 1.878 4.966
C -0.850 2.189 5.164
C -0.126 1.300 4.443
C 1.419 1.214 4.347
N -0.943 0.432 3.778
H -4.302 0.239 3.895
H -3.248 -1.185 3.929
H -3.414 -0.180 2.480
H -3.100 2.289 5.578
H -0.568 3.053 5.755
H 1.769 0.221 4.377
H 1.841 1.878 5.130
H 1.742 1.707 3.420

Number 3 is which compound?
C10H18OSi2